# C60H56B2ClN4O6P2SSc

A molecular structure, C60H56B2ClN4O6P2SSc in a non-equilibrium geometry (ωB97M-V/def2-TZVPD, the Open Molecules 2025 dataset).

Summary:
Highest occupied orbital energy (eV): -6.42
HOMO-LUMO gap (eV): 6.27

Cartesian coordinates (Å):
Sc -0.34311 1.19615 -0.78595
O -1.99745 4.80285 -0.55352
S -1.73391 4.00214 0.60822
O -2.78055 3.85904 1.56822
O -1.18547 2.64350 0.20100
C -0.35017 4.75868 1.42885
C -0.70479 5.96296 2.04692
C 0.23239 6.68802 2.74899
C 1.53274 6.20887 2.85340
C 1.88245 5.02256 2.24153
C 0.96230 4.27219 1.49997
P 1.58117 2.67693 0.78071
C 2.05116 1.87383 2.36626
C 1.06901 1.10901 2.99702
C 1.32915 0.49793 4.21621
C 2.57445 0.64172 4.81477
C 3.55589 1.40169 4.19278
C 3.29711 2.01308 2.97309
C 3.18666 3.08585 0.02548
C 3.55983 4.35705 -0.39467
C 4.74466 4.54443 -1.09803
C 5.55310 3.46390 -1.41132
C 5.17443 2.18398 -1.02168
C 3.99814 2.00057 -0.31476
H -1.72877 6.30679 1.97133
H -0.04823 7.61911 3.22469
H 2.27397 6.75915 3.41961
H 2.89854 4.66228 2.34035
H 0.09409 0.98512 2.53803
H 0.55645 -0.09214 4.69473
H 2.78347 0.15354 5.75884
H 4.53020 1.51173 4.65401
H 4.07688 2.58929 2.48651
H 2.92690 5.20886 -0.18340
H 5.02676 5.54226 -1.41116
H 6.46972 3.61385 -1.96818
H 5.78863 1.32986 -1.28010
H 3.69675 0.99864 -0.02707
Cl -2.12360 2.83481 -2.81653
C -3.02483 1.91815 -3.97129
C -3.91429 2.59234 -4.78748
C -4.67786 1.86345 -5.68611
C -4.54564 0.48414 -5.75178
C -3.64808 -0.16906 -4.91741
C -2.85707 0.54140 -4.01629
P -1.71269 -0.27325 -2.84356
C -0.16547 -0.34644 -3.63823
C 0.08067 -0.89739 -4.95830
C 1.19489 -1.44545 -5.51172
C 2.60302 -1.71220 -5.01298
C 3.21383 -1.06927 -3.79300
C 0.97666 -0.76516 -2.80587
C -2.51953 -1.92851 -2.76920
C -3.64594 -2.08299 -1.95929
C -4.25781 -3.31838 -1.81735
C -3.73579 -4.42769 -2.47508
C -2.61246 -4.28782 -3.27807
C -2.00657 -3.04174 -3.42683
H -4.00921 3.66742 -4.71020
H -5.38619 2.37664 -6.32417
H -5.14449 -0.08722 -6.44980
H -3.56057 -1.24712 -4.96345
H -0.76051 -0.81701 -5.64602
H 1.09810 -1.71848 -6.55599
H 3.29913 -1.84156 -5.83135
H 4.22263 -0.68646 -3.81663
H 2.23553 -0.62603 -1.20114
H -4.04702 -1.22318 -1.43057
H -5.13334 -3.41943 -1.18693
H -4.20566 -5.39709 -2.36124
H -2.20230 -5.14862 -3.79289
H -1.13318 -2.93751 -4.05975
B 2.40812 1.26392 -3.99166
N 2.23749 -0.13406 -3.22128
C 2.96947 -2.54413 -3.78270
C 1.89756 -3.06639 -2.91085
C 0.99052 -2.22759 -2.45519
N 1.77197 0.02470 -1.83180
N 1.80915 2.51889 -3.27393
C 2.20360 3.72769 -3.70240
C 1.52416 4.69940 -2.99734
C 0.72375 3.97029 -2.12767
N 0.89227 2.65253 -2.29768
H 3.61404 1.42267 -3.98843
H 1.95707 1.13324 -5.09595
H 3.85856 -3.15471 -3.86604
H 1.86402 -4.12602 -2.68500
H 0.16431 -2.52713 -1.81873
H 2.93274 3.80942 -4.49353
H 1.59874 5.76941 -3.09490
H -0.00441 4.35759 -1.43457
C -6.29491 -3.36335 4.45031
C -4.91491 -2.83928 4.87295
C -4.22112 -3.89209 5.74938
C -5.12280 -1.57801 5.71176
C -4.05769 -2.57095 3.63218
C -3.84292 -3.60471 2.71337
C -3.07056 -3.44192 1.56370
C -2.51060 -2.20085 1.36449
O -1.71440 -1.76129 0.33789
B -1.38521 -0.41691 0.61421
O -2.01674 -0.06585 1.83250
C -2.69802 -1.17851 2.26514
C -3.46584 -1.32414 3.39874
H -6.92167 -3.52308 5.33211
H -6.22283 -4.31205 3.91552
H -6.79747 -2.64482 3.79836
H -4.82253 -4.10190 6.63880
H -3.24039 -3.53618 6.07479
H -4.07760 -4.82943 5.20791
H -5.75688 -1.81478 6.56913
H -5.61579 -0.78970 5.13759
H -4.17801 -1.18641 6.09667
H -4.29198 -4.57472 2.89191
H -2.92104 -4.24949 0.85755
H -3.59897 -0.48268 4.06516
C 0.88089 -3.39112 1.14123
C 1.82258 -2.22423 1.25269
O 1.63510 -1.21155 0.60552
C 3.01233 -2.35026 2.15745
C 3.21985 -3.48823 2.93445
C 4.34989 -3.59390 3.73189
C 5.28346 -2.56567 3.75042
C 5.07839 -1.42607 2.98287
C 3.94433 -1.32137 2.19529
H 0.07468 -3.14550 0.45844
H 0.45784 -3.63678 2.11860
H 1.42505 -4.26786 0.78167
H 2.50297 -4.29896 2.92269
H 4.50333 -4.47929 4.33593
H 6.17058 -2.65348 4.36543
H 5.79870 -0.61721 3.00091
H 3.75887 -0.43368 1.60681

---

# C60H56I2N4P2Sb2Se2Y

A molecular structure, C60H56I2N4P2Sb2Se2Y (ωB97M-V/def2-TZVPD, the Open Molecules 2025 dataset).

Summary:
Net charge: +1
Highest occupied orbital energy (eV): -9.51
HOMO-LUMO gap (eV): 6.43

Cartesian coordinates (Å):
Y -0.28370 -0.85628 -1.49025
C -2.12927 2.81896 -0.24090
C -0.70541 3.27766 0.13139
C 0.48800 2.71401 -0.64257
Sb 0.58392 3.75482 -2.54160
C 1.83407 5.30247 -1.77625
C 2.90998 5.07067 -0.92274
C 3.68892 6.12579 -0.46933
C 3.39745 7.42377 -0.86136
C 2.32785 7.66668 -1.70762
C 1.54959 6.61000 -2.16267
C 2.00524 2.69545 -3.73006
C 1.51949 2.23966 -4.95613
C 2.37518 1.67777 -5.89499
C 3.72776 1.57276 -5.61571
C 4.21914 2.01727 -4.39763
C 3.36456 2.57616 -3.45950
Sb -2.50405 1.61520 -1.97477
C -4.54886 1.18688 -1.53590
C -5.30608 2.03330 -0.73212
C -6.65652 1.78483 -0.53271
C -7.26417 0.69732 -1.14284
C -6.51961 -0.14226 -1.95641
C -5.16697 0.10199 -2.14819
C -2.89555 2.90618 -3.60018
C -3.03298 2.37993 -4.87718
C -3.36666 3.21735 -5.93498
C -3.56768 4.56915 -5.71105
C -3.43630 5.09327 -4.43140
C -3.09840 4.26284 -3.37434
H -2.80576 3.67422 -0.26339
H -2.50584 2.14172 0.53079
H -0.56486 3.05875 1.19266
H -0.66276 4.36779 0.04774
H 0.47454 1.62026 -0.72704
H 1.39725 2.94380 -0.08986
H 3.15511 4.06513 -0.60049
H 4.52517 5.93343 0.19082
H 4.00448 8.24606 -0.50602
H 2.09777 8.67893 -2.01374
H 0.71635 6.81133 -2.82629
H 0.46645 2.35290 -5.19912
H 1.98715 1.34112 -6.84858
H 4.40224 1.14766 -6.34764
H 5.27520 1.93222 -4.17569
H 3.76993 2.93221 -2.52052
H -4.85490 2.89297 -0.25285
H -7.23595 2.44855 0.09583
H -8.31842 0.50836 -0.99013
H -6.99314 -0.98425 -2.44478
H -4.59724 -0.55307 -2.79507
H -2.87779 1.32223 -5.05916
H -3.47033 2.81331 -6.93362
H -3.82814 5.21990 -6.53484
H -3.59329 6.15004 -4.25979
H -2.97852 4.68278 -2.38195
Se 1.77252 -3.62088 4.69046
P 0.49133 -1.96917 4.56200
C -1.19225 -2.25969 5.17037
C -2.18751 -1.30051 4.96928
C -3.46815 -1.53405 5.43794
C -3.75869 -2.71621 6.11070
C -2.77055 -3.66531 6.31376
C -1.48410 -3.44050 5.84025
C 1.08194 -0.47850 5.38686
C 2.15374 0.21410 4.82732
C 2.67431 1.31872 5.47617
C 2.13337 1.72944 6.68832
C 1.07513 1.03505 7.25166
C 0.54619 -0.07163 6.60253
C 0.25520 -1.42190 2.85114
C 0.42170 -2.07812 1.63670
N 0.06421 -1.17390 0.70890
N -0.31827 -0.05276 1.28968
N -0.21231 -0.17592 2.58886
P 0.84653 -3.68919 0.94384
Se 0.31692 -3.63051 -1.18258
C -0.16148 -4.95833 1.70562
C -1.21618 -4.62734 2.54922
C -2.03029 -5.62937 3.05462
C -1.79003 -6.95214 2.71813
C -0.74258 -7.28182 1.86664
C 0.06999 -6.28755 1.35078
C 2.59606 -4.04366 1.07343
C 3.09696 -5.03879 1.90786
C 4.46302 -5.26265 1.95068
C 5.31989 -4.49215 1.17676
C 4.81666 -3.50372 0.34256
C 3.45197 -3.28285 0.27932
H -1.95304 -0.37778 4.45229
H -4.24212 -0.79295 5.28811
H -4.75997 -2.89249 6.48170
H -2.99840 -4.58113 6.84292
H -0.70058 -4.17551 5.97932
H 2.58160 -0.11710 3.88810
H 3.50437 1.85952 5.04169
H 2.54297 2.59247 7.19634
H 0.66004 1.35344 8.19835
H -0.28153 -0.61266 7.04355
H -1.40169 -3.59682 2.81941
H -2.84358 -5.37220 3.72030
H -2.42155 -7.73331 3.12016
H -0.56060 -8.31517 1.60408
H 0.87744 -6.53984 0.67408
H 2.43062 -5.62120 2.52772
H 4.85874 -6.03376 2.59746
H 6.38656 -4.66853 1.22002
H 5.48138 -2.91341 -0.27410
H 3.06108 -2.53675 -0.40416
I -2.46459 -2.68788 -3.41397
C -3.23482 -3.57690 -1.64292
I -3.23865 -2.25094 -0.00219
H -2.56555 -4.39525 -1.40289
H -4.25231 -3.88693 -1.84504
C 3.10198 0.40240 -0.20698
C 2.97153 -0.28334 -1.52693
C 3.98674 -0.75291 -2.31289
C 3.40582 -1.24493 -3.51962
C 2.06012 -1.06017 -3.40590
C 0.96710 -1.40825 -4.36188
N 1.76004 -0.47402 -2.18300
H 4.08446 0.18484 0.21201
H 2.35173 0.08642 0.52267
H 3.02118 1.48679 -0.31081
H 5.03757 -0.71042 -2.06923
H 3.92139 -1.66107 -4.37031
H 1.36649 -1.51410 -5.36991
H 0.20535 -0.61424 -4.42230
H 0.48372 -2.36404 -4.12230

---

# C60H57Cl2IN8O26S2

9 unconnected molecules or ions with the total composition C60H57Cl2IN8O26S2 in a non-equilibrium geometry (ωB97M-V/def2-TZVPD, the Open Molecules 2025 dataset).

Summary:
SMILES: C/C(Cl)=C(\Cl)[C@@]1(CC(=O)I)OS(=O)(=O)O[C@@]1(COCOCCO)S(C)(=O)=O.O=[N+]([O-])c1ccccc1.O=[N+]([O-])c1ccccc1.O=[N+]([O-])c1ccccc1.O=[N+]([O-])c1ccccc1.O=[N+]([O-])c1ccccc1.O=[N+]([O-])c1ccccc1.O=[N+]([O-])c1ccccc1.O=[N+]([O-])c1ccccc1
Highest occupied orbital energy (eV): -9.36
HOMO-LUMO gap (eV): 8.35

Cartesian coordinates (Å):
C 2.97595 -1.53530 -3.40111
C 1.75689 -2.31517 -3.01650
Cl 1.85290 -3.04177 -1.46174
C 0.65937 -2.42147 -3.78046
Cl 0.71691 -1.55191 -5.29772
C -0.62961 -3.17061 -3.46893
C -1.29244 -3.64284 -4.80994
C -1.64841 -5.13345 -4.85014
O -0.84882 -5.93270 -5.21331
I -3.61892 -5.82722 -4.34901
O -0.48400 -4.39561 -2.71575
S -1.13181 -4.39275 -1.26266
O -0.20842 -4.74069 -0.25405
O -2.34741 -5.11819 -1.19297
O -1.35970 -2.80716 -1.20852
C -1.58935 -2.35000 -2.53481
C -3.10470 -2.51533 -2.76716
O -3.73762 -2.72397 -1.53414
C -5.00370 -2.21211 -1.50000
O -5.75165 -2.80709 -2.53050
C -7.10869 -2.50126 -2.37765
C -7.88291 -2.64077 -3.65136
O -7.43752 -1.64613 -4.58123
S -1.34068 -0.52207 -2.34563
C -1.64348 0.27128 -3.91471
O -2.41607 -0.08611 -1.48768
O -0.06563 -0.18412 -1.77327
H 3.23258 -1.65944 -4.44716
H 2.88744 -0.49489 -3.09087
H 3.80184 -1.95477 -2.82550
H -2.16006 -3.03633 -5.06450
H -0.59382 -3.53451 -5.63095
H -3.51073 -1.62102 -3.24936
H -3.35255 -3.34567 -3.42531
H -5.46423 -2.46641 -0.53972
H -5.04295 -1.11732 -1.60008
H -7.55654 -3.13485 -1.60286
H -7.23394 -1.46436 -2.03961
H -7.84437 -3.64329 -4.07999
H -8.93523 -2.42611 -3.44144
H -7.52043 -2.01092 -5.46479
H -1.02385 1.16282 -3.99527
H -1.55795 -0.40240 -4.76195
H -2.67961 0.60238 -3.87798
O 1.30372 1.85059 -4.33042
N 0.63032 2.80067 -4.67350
O -0.46093 3.07461 -4.20049
C 1.15628 3.67424 -5.72593
C 2.37456 3.36924 -6.30706
C 2.85765 4.18608 -7.31611
C 2.12447 5.29171 -7.72672
C 0.90753 5.58759 -7.12544
C 0.41568 4.77475 -6.11732
H 2.94233 2.50842 -5.98558
H 3.80370 3.96200 -7.78741
H 2.50437 5.92276 -8.51952
H 0.33974 6.45030 -7.44521
H -0.53150 5.00013 -5.64988
O -8.60093 -7.36554 -0.75759
N -7.80508 -6.46908 -0.94308
O -7.81249 -5.72037 -1.89980
C -6.72500 -6.26493 0.05397
C -6.65844 -7.09451 1.15310
C -5.63693 -6.92011 2.06783
C -4.68350 -5.92592 1.88462
C -4.75286 -5.08466 0.77541
C -5.78776 -5.25160 -0.15365
H -7.39318 -7.87197 1.30263
H -5.57895 -7.56667 2.93251
H -3.88880 -5.80946 2.60126
H -4.01268 -4.30817 0.62825
H -5.84723 -4.60936 -1.02156
O -4.97229 -5.90595 5.42486
N -4.14624 -5.03406 5.26531
O -4.14241 -4.31936 4.27720
C -3.13850 -4.88598 6.34577
C -3.23950 -5.78677 7.39123
C -2.34306 -5.72883 8.42732
C -1.34987 -4.77760 8.43734
C -1.23068 -3.85647 7.40578
C -2.13496 -3.89703 6.32303
H -4.01857 -6.53492 7.39628
H -2.42113 -6.43651 9.24113
H -0.65058 -4.74562 9.26233
H -0.44397 -3.11286 7.44745
H -2.05615 -3.18769 5.51264
O 5.41108 5.15009 -9.12215
N 6.26902 5.99620 -9.29957
O 6.54612 6.47752 -10.37609
C 7.02146 6.46276 -8.12481
C 6.75144 5.90769 -6.88708
C 7.47766 6.33543 -5.78784
C 8.45620 7.30944 -5.93688
C 8.70749 7.86236 -7.18564
C 7.98733 7.43814 -8.29046
H 5.98991 5.15062 -6.77325
H 7.28236 5.90692 -4.81453
H 9.02538 7.63782 -5.07730
H 9.46781 8.62249 -7.29925
H 8.18262 7.86429 -9.26321
O 2.22535 -1.62462 8.27481
N 1.82322 -1.45482 7.14187
O 0.66773 -1.12731 6.88396
C 2.79029 -1.65230 6.05731
C 4.07729 -2.04655 6.39064
C 5.00031 -2.25129 5.38086
C 4.63209 -2.06006 4.06002
C 3.34304 -1.65721 3.74468
C 2.40997 -1.45070 4.74713
H 4.36054 -2.19306 7.42246
H 6.00751 -2.56169 5.62461
H 5.35237 -2.22371 3.27047
H 3.06660 -1.50743 2.72247
H 1.40622 -1.13768 4.50006
O 8.20693 -0.72666 3.63980
N 7.39168 0.11310 3.31336
O 6.47476 -0.08946 2.54108
C 7.52311 1.45783 3.89326
C 8.58256 1.71629 4.74355
C 8.71906 2.98616 5.27551
C 7.79973 3.97649 4.95978
C 6.73318 3.70435 4.11295
C 6.59156 2.43241 3.57065
H 9.29621 0.94400 4.98953
H 9.54580 3.20427 5.93778
H 7.91235 4.96891 5.37721
H 6.01640 4.48853 3.88207
H 5.76506 2.21185 2.91002
O -7.97581 0.07928 0.68070
N -7.46077 0.80386 1.51069
O -7.67221 1.99519 1.61121
C -6.51133 0.19421 2.45485
C -6.22427 -1.15294 2.34217
C -5.31126 -1.72271 3.21480
C -4.70334 -0.94227 4.18858
C -5.01092 0.40851 4.29566
C -5.92067 0.98494 3.42350
H -6.69837 -1.75834 1.58343
H -5.07378 -2.77000 3.13209
H -3.98635 -1.38823 4.86608
H -4.53791 1.01395 5.05670
H -6.15868 2.03519 3.50143
O 4.92495 5.96950 4.21364
N 3.89420 6.42287 4.68830
O 3.60545 6.36439 5.86194
C 2.94281 7.07510 3.77956
C 3.22461 7.12805 2.42699
C 2.31011 7.72619 1.57772
C 1.13506 8.26338 2.08467
C 0.87270 8.20921 3.44645
C 1.78024 7.61120 4.30370
H 4.13858 6.70928 2.03277
H 2.51204 7.77022 0.52073
H 0.42039 8.72448 1.41570
H -0.04197 8.63006 3.84009
H 1.57747 7.56457 5.36326